(1)
2 unconnected molecules or ions with the total composition C19H25FN4O6 in a non-equilibrium geometry. Source: the Open Molecules 2025 dataset; level of theory: wB97M-V/def2-TZVPD.

Geometry as XYZ:
```
55
Properties=species:S:1:pos:R:3:forces:R:3
C 2.577341 -2.756708 2.073295 -0.147 0.051 0.271
N 1.154854 -2.555457 1.792161 0.193 -0.356 0.004
C 0.786203 -2.753808 0.393654 -0.539 0.556 0.274
C -0.005112 -1.526438 -0.155677 0.917 -1.276 -0.352
C -0.886136 -1.018385 0.966371 -0.161 0.344 -0.028
O -0.822920 0.057071 1.490809 -0.123 0.131 -0.212
N -1.886317 -1.957170 1.341347 0.144 -0.135 0.748
C -2.515380 -1.603047 2.563932 0.189 0.193 0.063
O -2.194810 -1.952021 3.646883 -0.280 -0.168 -0.162
F -3.559445 -0.812878 2.344912 0.070 0.068 -0.004
C -0.816167 -1.836888 -1.430279 -0.460 1.754 0.817
C -0.419280 -0.699382 -2.385226 1.010 -0.963 -0.890
C 0.705035 0.093585 -1.710617 -0.663 -0.045 0.854
C 0.449494 1.585100 -1.488888 0.650 -0.231 -0.329
C 1.103251 2.129755 -0.230355 -0.202 0.215 0.279
C 0.811993 3.633286 -0.022321 0.025 -0.607 0.079
C 0.840159 3.968811 1.442776 0.230 0.161 -0.194
C -0.321283 4.174504 2.168487 -0.004 -0.032 0.080
C -0.262267 4.433775 3.529022 -0.314 0.011 0.188
C 0.949846 4.494362 4.188357 0.232 -0.038 -0.072
C 2.115559 4.292960 3.464020 0.184 -0.049 0.056
C 2.061218 4.034083 2.107467 -0.047 -0.013 0.034
O 1.945935 0.032589 -2.497318 0.207 0.095 0.036
C 2.490637 -1.133360 -2.525338 -0.165 0.110 -0.218
N 2.967871 -2.177474 -2.613628 0.115 -0.189 0.071
O 0.994740 -0.597086 -0.524893 -0.199 0.662 0.237
H 2.696487 -2.948042 3.138240 -0.001 0.051 0.064
H 3.143144 -1.855721 1.848426 0.056 0.005 -0.206
H 2.999034 -3.614458 1.542067 0.093 0.035 -0.119
H 0.635146 -3.186495 2.386443 -0.057 0.050 -0.002
H 0.175897 -3.651324 0.264301 0.121 -0.145 -0.157
H 1.678943 -2.800867 -0.223376 0.006 -0.297 -0.170
H -1.510355 -2.890235 1.476660 0.032 -0.003 -0.353
H -0.677010 -2.835929 -1.814826 0.102 -0.075 -0.050
H -1.853618 -1.640851 -1.181531 -0.248 -0.747 -0.125
H 0.041349 -1.167272 -3.259658 -0.192 0.188 -0.218
H -1.246952 -0.094391 -2.734415 -0.080 0.156 0.176
H 0.881797 2.085991 -2.358034 -0.263 0.140 -0.135
H -0.624780 1.757516 -1.490698 -0.081 0.053 0.126
H 0.709591 1.602136 0.631981 -0.046 -0.158 0.019
H 2.176238 1.939946 -0.240444 0.092 0.013 -0.066
H -0.183445 3.827923 -0.422600 0.004 0.265 -0.068
H 1.552273 4.233126 -0.550091 -0.120 0.135 -0.190
H -1.285607 4.113886 1.682162 -0.039 0.010 -0.088
H -1.182102 4.573609 4.081039 -0.038 0.030 0.023
H 1.007269 4.680666 5.250604 -0.100 0.042 0.067
H 3.080068 4.319911 3.953521 0.003 0.044 0.080
H 2.981115 3.863298 1.563110 0.038 0.021 -0.085
C -3.531240 -2.884107 -5.126170 0.047 -0.095 -0.050
N -3.116942 -2.790007 -3.698553 -0.041 -0.018 -0.106
O -2.442980 -3.689379 -3.243092 -0.076 -0.050 -0.032
O -3.486846 -1.809698 -3.086105 -0.037 0.010 -0.016
H -3.130387 -3.802916 -5.536028 0.013 -0.007 0.025
H -4.616539 -2.874962 -5.146542 -0.005 0.061 0.005
H -3.134567 -2.011133 -5.635345 -0.044 0.038 0.019
```
Positions in Å, forces in eV/Å.

## Properties
**HOMO-LUMO gap**: 8.6009 eV
**SMILES**: CNC[C@]1(C(=O)NC(=O)F)CC[C@](CCCc2ccccc2)(OC#N)O1.C[N+](=O)[O-]

Results of the Mulliken charge analysis, in e, for atoms 1 through 5: atom 1 (C): -1.0031, atom 2 (N): -0.1077, atom 3 (C): -1.7391, atom 4 (C): 2.6641, atom 5 (C): -0.6020

(2)
A molecular structure, C19H25MnN3O2P in a non-equilibrium geometry. Source: the Open Molecules 2025 dataset; level of theory: wB97M-V/def2-TZVPD.

Geometry as XYZ:
```
51
Properties=species:S:1:pos:R:3:forces:R:3
Mn 1.106706 -1.253782 -0.434885 -2.126 -0.551 -0.496
O 0.066469 -2.645472 3.652524 0.099 -0.003 0.261
C -1.252163 -2.431365 3.537047 -0.252 0.152 -0.244
C -2.020757 -2.517608 4.697247 0.041 -0.062 0.054
C -3.379549 -2.294723 4.649586 0.078 0.009 -0.020
C -4.016478 -2.002552 3.442011 -0.122 0.004 -0.067
C -3.275899 -1.924643 2.287666 0.024 -0.062 0.043
C -1.885200 -2.120872 2.311224 0.211 -0.042 0.254
C -1.121371 -1.955757 1.087959 -0.086 -0.041 -0.652
O 0.183704 -1.988651 1.118407 0.558 0.194 0.443
N -1.767133 -1.795402 -0.065445 -0.736 0.088 0.398
N -0.894886 -1.546051 -1.030600 2.216 0.232 -0.048
C -1.133195 -1.551702 -2.290081 -0.441 -0.045 0.371
C 0.034489 -1.327810 -3.126395 0.427 0.054 -0.171
C -0.037618 -0.989796 -4.472545 -0.231 -0.136 0.111
C 1.125092 -0.779142 -5.190185 0.186 -0.023 0.112
C 2.348806 -0.946438 -4.552224 -0.113 -0.034 -0.216
C 2.350179 -1.285312 -3.215112 0.014 -0.119 0.107
N 1.231903 -1.454903 -2.498750 0.293 0.567 -0.067
H 0.483437 -2.473482 2.793712 -0.021 -0.040 -0.163
H -1.519310 -2.764995 5.623352 -0.003 0.036 -0.004
H -3.956684 -2.341490 5.563797 -0.004 -0.047 -0.004
H -5.085819 -1.845545 3.416950 0.011 0.010 -0.011
H -3.738417 -1.717067 1.333060 -0.039 0.042 0.043
H -2.116041 -1.753867 -2.702310 -0.035 0.078 0.012
H -1.009983 -0.889754 -4.936093 0.018 0.003 -0.016
H 1.083580 -0.491527 -6.231841 -0.014 -0.033 -0.010
H 3.281054 -0.830928 -5.085668 0.008 0.026 0.036
H 3.281972 -1.445668 -2.685568 0.002 0.085 0.005
C 1.706643 0.962407 2.471823 -0.020 0.083 -0.083
C 0.718622 1.651786 1.526455 0.169 -0.358 -0.080
P 0.937614 1.118297 -0.214498 -0.114 0.287 -0.067
C 2.449960 1.973958 -0.823704 -0.120 -0.146 0.079
C 2.484072 3.499421 -0.787701 0.032 -0.084 0.001
C -0.479331 1.881858 -1.119457 0.128 -0.176 0.091
C -1.016747 3.203080 -0.566406 0.056 -0.048 -0.060
H 1.423361 1.137906 3.508321 0.032 0.002 0.010
H 2.721879 1.337913 2.337060 0.002 -0.019 -0.014
H 1.711328 -0.117663 2.311440 -0.003 -0.002 0.067
H 0.813648 2.735914 1.581440 -0.094 0.031 0.011
H -0.305558 1.387185 1.800572 -0.023 0.034 -0.014
H 2.595143 1.621657 -1.849676 0.036 -0.040 0.019
H 3.276422 1.567271 -0.232591 0.020 -0.026 -0.050
H 1.730984 3.933746 -1.442584 -0.009 0.019 0.010
H 3.459056 3.840392 -1.135082 -0.013 0.049 0.017
H 2.340847 3.884735 0.221603 -0.030 0.028 -0.015
H -1.280177 1.139040 -1.119739 0.028 -0.012 -0.032
H -0.154685 1.995493 -2.158078 -0.001 -0.025 -0.011
H -1.471337 3.065346 0.413186 -0.001 0.014 0.008
H -1.785764 3.583831 -1.237930 -0.017 0.021 0.031
H -0.242868 3.962732 -0.481293 -0.019 0.025 0.021
```
Positions in Å, forces in eV/Å.

## Properties
**<S²>**: 1.12
**Total charge**: +1
**HOMO-LUMO gap (spin up / spin down)**: 6.6153 / 6.8699 eV
**2S+1**: 2

Results of the Mulliken charge analysis, in e, for atoms 1 through 5: atom 1 (Mn): 0.0916, atom 2 (O): -0.6806, atom 3 (C): 0.3856, atom 4 (C): -0.6783, atom 5 (C): -0.3262